{
  "formula": "C4H6Cl2",
  "method": "wB97M-V/def2-TZVPD",
  "symbols": ["Cl", "Cl", "C", "C", "C", "C", "H", "H", "H", "H", "H", "H"],
  "positions_angstrom": [[-2.066, -0.480, -0.031], [2.074, 0.364, -0.028], [0.747, -1.736, 0.022], [-0.589, 0.448, 0.130], [-0.788, 1.900, -0.042], [0.504, -0.310, 0.032], [0.893, -1.981, 1.133], [0.264, 2.282, 0.099], [-1.286, 2.158, -0.947], [-1.188, 2.229, 0.923], [1.943, -1.954, -0.604], [0.006, -2.579, -0.451]],
  "forces_ev_per_a": [[-0.436, -0.078, 0.325], [0.981, 1.952, 0.216], [1.904, -5.145, -0.971], [-0.272, -1.649, -1.652], [2.947, -0.132, 2.852], [-0.223, 1.153, -0.517], [0.074, -0.282, -1.604], [-0.975, 0.206, -1.010], [-0.405, 0.399, -0.389], [-0.949, 0.435, -0.587], [-4.058, 0.477, 2.136], [1.411, 2.663, 1.202]],
  "mulliken_charge": [-0.2291, -0.2380, -1.0746, 0.3499, -0.9234, 0.3980, 0.2793, 0.2545, 0.3279, 0.3179, 0.2573, 0.2804],
  "gap_ev": 9.8,
  "e_lumo_ev": 0.813,
  "e_homo_ev": -9.03,
  "multiplicity": 1,
  "relative_energy_kcal_mol": 40.9
}